(1)
Formula: C19H25N5O4S
Source: the Open Molecules 2025 dataset
Level of theory: the ωB97M-V functional and the def2-TZVPD basis

The calculation puts the relative energy (zero: lowest compared OMol25 entry of this formula, charge and spin) at 0.0 kJ/mol. For the LUMO energy, the calculation gives 0.003 Eh. The highest occupied orbital energy is -7.85 eV. The calculation puts the HOMO-LUMO gap at 7.923 eV. The value obtained for the electronic energy is -1711.9642 Eh.

The geometry in ORCA input format:
```
! wB97M-V def2-TZVPD RIJCOSX def2/J DEFGRID3
* xyz 0 1
C 4.34229 2.12172 -2.56333
O 3.19032 2.63223 -3.19044
C 2.02651 1.93967 -3.06372
C 0.91480 2.47557 -3.70996
C -0.31929 1.86132 -3.64269
C -0.48232 0.68377 -2.92126
O -1.64934 -0.00204 -2.76525
C -2.77032 0.42300 -3.50222
C 0.64139 0.14364 -2.29155
N 0.48354 -1.07333 -1.55510
C 0.38444 -0.98242 -0.17478
O 0.52954 0.10623 0.37523
C 0.11236 -2.21297 0.53197
C -0.01896 -2.21868 1.90985
N 0.14035 -1.15745 2.66787
C -0.09108 -1.10810 4.08404
C -1.41320 -0.40404 4.44963
N -1.20971 0.98929 4.79345
C -0.94290 1.83425 3.63933
C -0.63069 3.26220 4.10491
N -1.68923 3.83776 4.90949
C -1.99117 2.95386 6.01697
C -2.32290 1.52923 5.55847
C -0.06152 -3.46729 -0.17550
O -0.30920 -4.53987 0.33556
N 0.08783 -3.36488 -1.55131
C 0.35324 -2.23387 -2.25974
S 0.54368 -2.30240 -3.89000
C 1.87905 0.75588 -2.34942
H 4.60982 1.13596 -2.95713
H 5.13873 2.82819 -2.79154
H 4.21385 2.05913 -1.47793
H 1.03924 3.38910 -4.26889
H -1.15413 2.30986 -4.15607
H -3.55609 -0.29792 -3.28182
H -2.56456 0.41740 -4.57661
H -3.09778 1.42151 -3.19495
H -0.25257 -3.16556 2.38534
H 0.33171 -0.29497 2.14589
H 0.72680 -0.56708 4.56672
H -0.10887 -2.13374 4.45928
H -1.82903 -0.89626 5.33154
H -2.13186 -0.53324 3.62036
H -0.07891 1.44899 3.09793
H -1.80635 1.84934 2.94715
H -0.45261 3.90205 3.23882
H 0.27224 3.24398 4.72127
H -2.52143 3.96092 4.33713
H -2.82733 3.36646 6.58487
H -1.10842 2.92257 6.66095
H -2.48796 0.89373 6.43151
H -3.25373 1.54438 4.95951
H -0.01141 -4.21846 -2.08976
H 2.70434 0.29012 -1.83590
*
```



(2)
Formula: C19H26CoN5O4S2
Source: the Open Molecules 2025 dataset
Level of theory: the ωB97M-V functional and the def2-TZVPD basis

Its expectation value of S² is 6.03. For the LUMO energy (spin up / spin down), the calculation gives -0.236 / -0.374 Eh. The highest occupied orbital energy (spin up / spin down) is -14.67 / -14.64 eV. The calculation puts the HOMO-LUMO gap (spin up / spin down) at 8.249 / 4.461 eV. The value obtained for the electronic energy is -3492.9557 Eh.

The geometry in ORCA input format:
```
! wB97M-V def2-TZVPD RIJCOSX def2/J DEFGRID3
* xyz 2 5
Co -0.26463 0.94500 0.52039
C 0.98021 0.76082 5.50840
N 1.77289 1.04130 4.31453
C 3.06950 1.60553 4.32852
C 3.44772 1.72618 3.04929
N 2.43410 1.28520 2.19029
C 1.37199 0.83570 3.00721
S 0.00009 0.03112 2.53233
C 2.59123 1.20865 0.75184
C 3.86997 1.21069 0.21870
C 4.00288 1.28945 -1.16260
C 2.89248 1.39083 -1.97682
C 1.67068 1.39335 -1.35057
N 1.52795 1.35317 0.00023
H -0.01595 0.30994 5.21698
H 0.79474 1.68521 6.06493
H 1.54537 0.12899 6.16645
H 3.55425 1.93072 5.25443
H 4.34994 1.97895 2.57369
H 4.73722 1.02148 0.85939
H 4.97121 1.18503 -1.67053
H 2.93393 1.47258 -3.05522
H 0.71859 1.53034 -1.86301
C 0.20594 -4.50023 0.15059
C -0.10884 -4.12237 -1.28679
C -0.95673 -2.83281 -1.52484
C -0.99834 -2.54826 -3.06595
C -1.55209 -1.14539 -3.48062
C -2.43395 -3.08009 -1.01759
O -3.04688 -4.11905 -1.28909
N -3.00460 -2.05827 -0.21382
C -2.35104 -0.92458 0.31233
O -3.01727 -0.07072 0.92202
N -0.98496 -0.82976 0.12258
C -0.23653 -1.63165 -0.73876
O 0.99304 -1.50694 -0.79425
H 0.74061 -5.50484 0.25540
H -0.74323 -4.69404 0.72244
H 0.80795 -3.75124 0.67839
H -0.64269 -4.91058 -1.84559
H 0.82832 -3.89616 -1.89222
H -1.62788 -3.32562 -3.53826
H 0.05606 -2.71446 -3.49411
H -2.36866 -0.80292 -2.83347
H -1.77127 -1.01640 -4.53630
H -0.75585 -0.36506 -3.28978
H -3.98083 -2.25642 0.02780
C -1.91990 4.72133 -1.40907
S -2.21353 3.52634 -0.05477
C -3.64615 2.60349 -0.69897
O -0.98535 2.55176 -0.22690
H -1.44679 4.17891 -2.19827
H -1.27186 5.50913 -1.00088
H -2.87648 5.14869 -1.73148
H -4.51228 3.25573 -0.91918
H -3.81873 1.78039 -0.03542
H -3.31560 2.01185 -1.55399
*
```



(3)
Formula: C19H26FN3O3S
Source: the Open Molecules 2025 dataset
Level of theory: the ωB97M-V functional and the def2-TZVPD basis

The calculation puts the relative energy (zero: lowest compared OMol25 entry of this formula, charge and spin) at 5.6 kJ/mol. For the LUMO energy, the calculation gives 0.024 Eh. The highest occupied orbital energy is -8.59 eV. The calculation puts the HOMO-LUMO gap at 9.252 eV. The value obtained for the electronic energy is -1627.6803 Eh.

The geometry in ORCA input format:
```
! wB97M-V def2-TZVPD RIJCOSX def2/J DEFGRID3
* xyz 0 1
C -1.77638 -2.67357 -0.83963
C -0.77112 -1.86614 -1.65864
C -1.15925 -0.38970 -1.69856
C -0.65415 -2.42869 -3.07537
O 0.55805 -2.02527 -1.10270
C 0.82420 -1.62058 0.15464
O 0.07204 -1.04406 0.90308
N 2.09713 -1.96116 0.46715
C 2.71258 -1.63237 1.72893
C 3.97467 -0.77937 1.58356
C 3.70755 0.64345 1.08753
C 3.53446 0.73859 -0.42664
C 3.16741 2.16616 -0.85850
C 1.79434 2.51042 -0.42624
N 1.37825 2.80653 0.75797
N 0.04874 3.02267 0.68547
C -0.28353 2.84126 -0.55484
S -1.83543 3.01604 -1.27742
C -2.84422 3.09306 0.26153
C -3.04680 1.72517 0.82407
C -2.25855 1.26554 1.87248
C -2.43249 -0.01372 2.37150
C -3.39135 -0.85295 1.83250
C -4.15994 -0.38526 0.78214
F -5.09270 -1.19857 0.23562
C -4.00649 0.88618 0.26808
O 0.77450 2.51386 -1.32636
H -1.48816 -3.72270 -0.82093
H -1.80958 -2.29667 0.17897
H -2.76582 -2.58589 -1.27898
H -0.41811 0.17927 -2.25709
H -2.12511 -0.27476 -2.18197
H -1.22424 0.00205 -0.68686
H 0.07742 -1.86108 -3.64460
H -1.61618 -2.36981 -3.57507
H -0.33458 -3.46690 -3.03928
H 2.63498 -2.45885 -0.22399
H 2.96346 -2.55959 2.25907
H 1.95698 -1.09283 2.30430
H 4.67710 -1.28005 0.91239
H 4.44004 -0.72543 2.56913
H 4.54612 1.28152 1.37576
H 2.81487 1.03747 1.57519
H 4.46634 0.45604 -0.92182
H 2.75318 0.05678 -0.76255
H 3.86596 2.87393 -0.40936
H 3.21133 2.25377 -1.94510
H -2.30621 3.74372 0.94678
H -3.78233 3.54803 -0.05271
H -1.49623 1.90903 2.28224
H -1.80746 -0.36330 3.17685
H -3.54436 -1.85325 2.20559
H -4.62096 1.21197 -0.55729
*
```



(4)
Formula: C19H26HfN3O3SSi
Source: the Open Molecules 2025 dataset
Level of theory: the ωB97M-V functional and the def2-TZVPD basis

The calculation puts the relative energy (zero: lowest compared OMol25 entry of this formula, charge and spin) at 130.8 kJ/mol. For the LUMO energy, the calculation gives -0.132 Eh. The highest occupied orbital energy is -11.63 eV. The calculation puts the HOMO-LUMO gap at 8.027 eV. The value obtained for the electronic energy is -1865.2747 Eh.

The geometry in ORCA input format:
```
! wB97M-V def2-TZVPD RIJCOSX def2/J DEFGRID3
* xyz 1 1
Hf -0.66289 1.16221 0.05262
C -3.39859 3.83118 1.46886
C -2.68576 2.56914 1.84988
C -1.55065 2.62818 2.66684
C -0.87708 1.47635 3.04348
C -1.32003 0.22450 2.60492
C -2.45251 0.14486 1.79672
C -3.12967 1.31443 1.42488
H -3.84066 4.29385 2.35214
H -4.19159 3.64677 0.74555
H -2.68946 4.54716 1.04922
H -1.20957 3.58765 3.03240
H -0.04430 1.55015 3.73041
H -0.85085 -0.68074 2.96481
H -2.87312 -0.81627 1.54043
H -4.07172 1.23477 0.89633
N -2.40750 1.55651 -1.45392
C -1.66457 1.38378 -2.74217
C -0.36081 2.18278 -2.58794
O -0.15616 3.18368 -3.23730
N 0.43789 1.65547 -1.60827
C 1.46915 2.56824 -1.10229
C 0.96360 3.07083 0.25468
O 1.67300 3.35217 1.18784
O -0.36773 3.04545 0.32920
H -3.27417 1.03490 -1.50704
H -2.66620 2.54023 -1.39677
H -2.20859 1.77467 -3.59954
H -1.44743 0.32890 -2.89260
H 1.57196 3.42009 -1.77936
H 2.43293 2.07686 -0.99306
C 3.11158 -4.78512 -0.57255
Si 1.59792 -3.73219 -0.94773
C 0.04021 -4.68710 -0.49615
C 1.59737 -3.17389 -2.74584
C 1.80177 -2.13200 0.08691
C 2.97413 -1.86084 0.77476
C 3.15447 -0.66651 1.47808
C 2.15973 0.27103 1.44657
N 1.00898 0.05668 0.77046
C 0.82102 -1.12878 0.11952
S -0.74222 -1.26112 -0.63404
H 3.01028 -5.75513 -1.06344
H 3.23586 -4.97466 0.49558
H 4.02816 -4.32745 -0.95066
H 0.13017 -5.70863 -0.87224
H -0.84798 -4.23956 -0.93860
H -0.11320 -4.74671 0.58311
H 1.26370 -3.98622 -3.39592
H 2.59788 -2.88420 -3.07163
H 0.92800 -2.32708 -2.90389
H 3.77352 -2.59242 0.77426
H 4.06498 -0.47200 2.02569
H 2.25678 1.22519 1.94681
*
```



Q: Among the records above, which one has the lowest electronic energy?
A: C19H26CoN5O4S2